DFT (ωB97M-V/def2-TZVPD) results for C47H43BrGeMnN6O4 as an isolated structure at a distorted geometry.

Structure (ORCA input):
```
! wB97M-V def2-TZVPD RIJCOSX def2/J DEFGRID3
* xyz -2 2
Mn -0.32185 -0.52060 0.91414
O 4.07364 -2.36804 -4.25725
C 4.41454 -2.20373 -3.06842
O 5.54110 -2.27400 -2.54151
C 3.26182 -1.83162 -2.10196
C 1.97920 -1.59214 -2.56353
C 0.97288 -1.25038 -1.66634
N 1.20610 -1.14886 -0.34639
C 2.45606 -1.34171 0.11173
C 3.49158 -1.69607 -0.74402
C 2.64833 -1.08413 1.54145
C 3.85855 -1.27410 2.21019
C 3.98260 -0.87097 3.52303
C 2.88817 -0.29964 4.16069
C 1.70841 -0.18560 3.44698
N 1.58321 -0.57638 2.18603
C -0.41333 -1.01897 -2.07540
C -0.79454 -0.81066 -3.40137
C -2.12708 -0.66061 -3.71484
C -3.06823 -0.72800 -2.68992
C -2.61135 -0.91514 -1.40226
N -1.32679 -1.03936 -1.07974
H 1.78501 -1.70737 -3.62087
H 4.50073 -1.85443 -0.39009
H 4.69754 -1.72650 1.69980
H 4.91963 -0.98841 4.05309
H 2.94627 0.04650 5.18267
H 0.82144 0.24877 3.89503
H -0.03775 -0.75950 -4.17181
H -2.44267 -0.49870 -4.73733
H -4.12509 -0.62528 -2.89157
H -3.30899 -0.96834 -0.57289
Br -5.61777 4.68460 0.53088
C -4.51593 3.18337 0.96549
C -3.53805 2.75671 0.07762
C -2.73600 1.68559 0.40751
C -2.82272 1.03536 1.66704
C -3.91160 1.43800 2.48658
C -4.73109 2.49979 2.14910
N -1.92959 0.07099 2.01612
C -1.87865 -0.27765 3.35019
C -1.25825 -1.35367 3.92300
C -1.22117 -1.50816 5.35515
C -0.38380 -2.38371 5.96017
C 0.49123 -3.17560 5.14881
C 0.33457 -3.13026 3.79742
N -0.57921 -2.35010 3.17421
H -3.40740 3.26211 -0.87128
H -1.99217 1.35785 -0.30372
H -4.12257 0.89842 3.39914
H -5.53583 2.79586 2.81057
H -2.28596 0.42774 4.07098
H -1.88162 -0.87546 5.93645
H -0.36330 -2.47477 7.03977
H 1.23684 -3.82664 5.58359
H 0.94166 -3.74250 3.14163
C 2.46972 1.34164 -5.70558
C 1.38905 1.96103 -4.86488
C 0.15129 2.25362 -5.42907
C -0.85839 2.83063 -4.67445
C -0.64374 3.11237 -3.33861
C 0.58921 2.82404 -2.75005
N 0.79330 3.03384 -1.37340
C 0.18435 4.02537 -0.62828
C -0.05277 5.29053 -1.18850
C -0.58777 6.31600 -0.43305
C -0.89233 6.11892 0.90701
C -0.65067 4.87979 1.47492
C -0.11761 3.82836 0.74067
C 0.05903 2.50542 1.47130
O 0.00752 2.49796 2.69903
O 0.23587 1.47230 0.72571
C 1.62219 2.25730 -3.51604
C 2.97206 1.98310 -2.91227
H 2.13685 1.22308 -6.73652
H 2.75404 0.35413 -5.33512
H 3.37114 1.95976 -5.70344
H -0.02162 2.02002 -6.47431
H -1.82136 3.04281 -5.12490
H -1.43121 3.53259 -2.72617
H 0.91276 2.18086 -0.82220
H 0.20101 5.45334 -2.22880
H -0.76759 7.28070 -0.89486
H -1.30981 6.92492 1.49794
H -0.86407 4.69274 2.51930
H 3.01277 2.28450 -1.86904
H 3.74908 2.52763 -3.45585
H 3.21852 0.92331 -2.97873
C 1.18610 -5.02339 0.71935
Ge -0.61868 -4.23429 0.99277
C -1.51305 -4.26796 -0.77020
C -1.60452 -5.51281 2.18297
C -0.88085 -2.44347 1.76399
H 1.09324 -5.89861 0.07334
H 1.64164 -5.34251 1.65772
H 1.85129 -4.30774 0.23234
H -1.72667 -5.28940 -1.08996
H -0.87439 -3.79454 -1.51807
H -2.44622 -3.70647 -0.72671
H -1.51348 -6.54843 1.84350
H -2.66366 -5.24984 2.20212
H -1.22213 -5.45233 3.20331
H -1.97022 -2.33473 1.65808
*
```

For the LUMO energy (alpha / beta), the calculation gives 0.1448 / 0.1448 Eh. The value obtained for the molecular weight is 963.4 g/mol. The value obtained for the highest occupied orbital energy (alpha / beta) is -0.519 / -0.516 eV.

***

DFT (ωB97M-V/def2-TZVPD) results for C33H45BFN12O3STi as an isolated structure.

Structure (ORCA input):
```
! wB97M-V def2-TZVPD RIJCOSX def2/J DEFGRID3
* xyz 1 1
Ti -1.57521 0.94658 -0.96774
C -4.52221 -0.18627 -2.81585
C -4.10042 1.23604 -2.98345
C -4.82532 2.23060 -3.64815
C -4.05983 3.37470 -3.56028
C -4.34465 4.74164 -4.08324
N -2.93823 3.06058 -2.89523
N -2.95805 1.75515 -2.52344
B -1.84958 3.99676 -2.37600
N -2.07092 4.16745 -0.85943
N -2.84164 3.29209 -0.15512
C -3.03898 3.85360 1.03791
C -3.89350 3.21462 2.08267
C -2.36263 5.07317 1.12105
C -1.75012 5.23210 -0.10803
C -0.88278 6.33201 -0.61451
N -0.48088 3.35723 -2.67036
N -0.14628 2.16065 -2.13568
C 1.05082 1.82888 -2.63082
C 1.80733 0.60408 -2.24276
C 1.48152 2.82841 -3.50264
C 0.48217 3.78372 -3.50080
C 0.42356 5.07422 -4.24623
H -4.74750 -0.62152 -3.79005
H -3.74652 -0.78351 -2.35367
H -5.43383 -0.23867 -2.21585
H -5.77588 2.12146 -4.14324
H -5.33158 4.75551 -4.54120
H -4.32263 5.48329 -3.28467
H -3.61104 5.03938 -4.83329
H -1.90079 5.05222 -2.93783
H -4.42910 2.35547 1.67972
H -3.29752 2.88239 2.93402
H -4.63456 3.92173 2.45651
H -2.32823 5.75399 1.95600
H -0.58125 6.97605 0.20895
H 0.01768 5.92513 -1.07708
H -1.40473 6.93982 -1.35673
H 1.30663 -0.30427 -2.58667
H 2.79645 0.63854 -2.69656
H 1.92423 0.56624 -1.16007
H 2.41173 2.86388 -4.04475
H 1.33875 5.19707 -4.82207
H -0.42272 5.10051 -4.93279
H 0.32439 5.92197 -3.56797
N -3.43441 -0.94320 0.50740
N -3.10860 0.32552 -0.03702
C -0.73201 1.86012 0.81162
N -1.24142 1.42310 1.97497
S 0.62385 2.81408 0.84047
H -4.34956 -1.22785 0.16233
H -2.77719 -1.61295 0.11790
H -3.81061 1.01675 0.20131
H -2.09256 0.88651 1.99278
H -0.85534 1.78726 2.83575
F 3.02562 -0.67331 3.69523
C 2.49879 -1.52650 2.79409
C 1.64170 -1.05236 1.84301
C 1.13930 -1.93947 0.88594
C 0.21956 -1.44113 -0.12008
O -0.08269 -0.23281 -0.08949
C -0.25357 -2.37164 -1.07996
C 0.16550 -3.66309 -1.01426
N 1.02938 -4.13580 -0.08853
C 1.37970 -5.53905 -0.09438
C 1.69332 -6.19013 -1.40602
C 2.79340 -5.92787 -0.42214
C 1.52258 -3.28876 0.89688
C 2.36293 -3.75039 1.91491
C 2.85701 -2.87623 2.86638
N 3.72479 -3.39001 3.87274
C 3.70095 -2.78230 5.19674
C 4.43739 -3.73183 6.16719
N 4.61123 -5.05297 5.48156
C 5.54635 -4.92835 4.31313
C 5.08589 -3.71843 3.47290
C -1.15798 -1.92210 -2.19711
O -1.48269 -2.72559 -3.05099
O -1.51188 -0.68497 -2.13274
H 1.35968 -0.00219 1.80003
H -0.19100 -4.36973 -1.75241
H 0.84237 -6.12369 0.64325
H 1.66718 -5.57135 -2.29176
H 1.35102 -7.20437 -1.54718
H 3.47560 -5.12227 -0.65920
H 3.22481 -6.76494 0.10951
H 2.62156 -4.79760 1.98047
H 2.66423 -2.65093 5.50217
H 4.18574 -1.80431 5.23533
H 3.88415 -3.88829 7.08976
H 5.43591 -3.37766 6.41542
H 3.69736 -5.32871 5.11273
H 4.93431 -5.76963 6.13026
H 5.50003 -5.86307 3.75821
H 6.55036 -4.80285 4.71261
H 5.10426 -3.97556 2.41733
H 5.76747 -2.87181 3.61840
*
```

For the LUMO energy, the calculation gives -0.1244 Eh. As for the energy relative to the best compared isomer or geometry (same formula, charge and spin): 189.2 kJ/mol. The value obtained for the molecular weight is 767.5 g/mol. The value obtained for the highest occupied orbital energy is -8.298 eV.

***

DFT (ωB97M-V/def2-TZVPD) results for C10H20FMgNO10 as an isolated structure at a distorted geometry.

Structure (ORCA input):
```
! wB97M-V def2-TZVPD RIJCOSX def2/J DEFGRID3
* xyz 0 1
Mg -3.72027 20.05986 2.73526
N -3.17115 17.80558 3.72690
O -2.41834 18.47694 2.96158
O -4.21068 18.44616 4.06836
O -2.93908 16.65214 4.05977
F -2.84702 21.26737 1.59181
C -4.98636 16.78566 0.85745
C -3.78454 17.08805 -0.05697
C -3.50781 18.58070 0.15864
O -4.41634 18.97189 1.19964
C -5.58222 18.17545 1.06418
H -4.62831 16.40163 1.81533
H -5.65723 16.00543 0.49782
H -4.04312 16.86084 -1.09181
H -2.95360 16.45278 0.24505
H -3.73418 19.19402 -0.71778
H -2.47262 18.80756 0.39218
H -6.18666 18.51922 0.21724
H -6.22615 18.24947 1.93797
C -0.92567 22.65309 4.07392
O -1.40254 22.24969 5.38003
C -2.48159 21.50274 5.39442
O -3.03844 21.10163 4.41502
O -2.95932 21.32001 6.60967
C -2.19428 21.62547 7.77170
H -1.75227 23.16885 3.58671
H -0.62596 21.79439 3.47986
H -0.09887 23.33480 4.23819
H -2.68868 21.17510 8.62358
H -2.11252 22.71079 7.83710
H -1.17830 21.23084 7.72275
C -5.63958 23.24345 4.10813
O -6.83354 22.48206 3.80859
C -6.63818 21.30462 3.27041
O -5.57708 20.81395 3.01432
O -7.76378 20.66711 2.99392
C -9.03331 21.28081 3.24714
H -5.02840 22.70546 4.83202
H -5.95353 24.18435 4.54053
H -5.08331 23.31948 3.17558
H -9.27929 21.99956 2.46781
H -9.01504 21.80583 4.19983
H -9.73702 20.45726 3.27980
*
```

For the LUMO energy, the calculation gives 0.0162 Eh. As for the energy relative to the best compared isomer or geometry (same formula, charge and spin): 30.9 kJ/mol. The value obtained for the molecular weight is 357.6 g/mol. The value obtained for the highest occupied orbital energy is -9.469 eV.

***

DFT (ωB97M-V/def2-TZVPD) results for one molecule with the formula C10H11NO2 at a distorted geometry.

Structure (ORCA input):
```
! wB97M-V def2-TZVPD RIJCOSX def2/J DEFGRID3
* xyz 0 1
C -1.02603 2.51790 -0.35089
C -1.69647 1.24869 -0.78892
C -2.71564 0.49805 0.08123
C -0.68453 -1.87282 -0.00005
C 0.71863 -1.05264 0.22227
C 1.12868 -0.51857 1.32005
C 2.27535 0.17507 1.33247
C 3.14445 0.17429 0.25111
C 2.64054 -0.21872 -1.01198
C 1.47798 -0.88535 -0.97518
H -0.22387 2.99019 -1.20813
H -0.71716 3.16697 0.63841
H -2.00792 0.84006 -1.93680
H -3.04608 1.24335 0.80146
H -3.49358 -0.06717 -0.64450
H -2.83487 -1.91587 -0.00027
H 0.48663 -0.80349 2.09644
H 2.73931 0.44819 2.34175
H 4.32261 0.36286 0.50127
H 3.31506 -0.14331 -1.83605
H 0.97332 -1.22902 -1.87339
N -1.85227 -1.72496 0.64412
O -2.13172 -0.30824 1.09686
O -0.79242 -2.92548 -0.70126
*
```

For the LUMO energy, the calculation gives 0.0054 Eh. As for the energy relative to the best compared isomer or geometry (same formula, charge and spin): 867.4 kJ/mol. The SMILES is C=CCONC(=O)c1ccccc1. The value obtained for the molecular weight is 177.2 g/mol. The value obtained for the highest occupied orbital energy is -9.330 eV.

***

Q: Among the records above, which one has the lowest molecular weight?
A: C10H11NO2

***

Q: molecular weight of number 3 (C10H20FMgNO10)?
A: 357.6 g/mol

***

Q: The lowest molecular weight belongs to which entry?
A: C10H11NO2